--- A ---
DFT (the ωB97M-V functional and the def2-TZVPD basis) results for an isolated molecule of C3H6INO.

Its gap between HOMO and LUMO (alpha / beta) is 0.2621 / 0.2621 Ha. As for the HOMO energy (alpha / beta): -9.0 / -9.0 eV.

Last column: Löwdin charge in e.
Atoms and positions in Å:
C -0.530 -0.532 -0.046  -0.212
C 0.709 -0.219 -1.001  -0.361
C -0.929 0.727 0.654  -0.430
N 1.616 0.501 -0.209  -0.426
O 0.074 1.432 1.179  -0.163
I 2.393 -0.371 1.406  0.939
H -1.388 -0.989 -0.657  0.138
H -0.297 -1.289 0.665  0.047
H 1.157 -1.037 -1.494  0.098
H 0.346 0.275 -1.945  0.130
H -1.626 1.268 0.026  0.110
H -1.525 0.236 1.422  0.129

***

--- B ---
DFT (the ωB97M-V functional and the def2-TZVPD basis) results for an isolated molecule of C3H6INO.

Its gap between HOMO and LUMO is 0.3432 Ha. As for the SMILES: I[C@@H]1CCON1. As for the HOMO energy: -8.8 eV.

Last column: Löwdin charge in e.
Atoms and positions in Å:
C -0.457 0.651 -0.635  -0.222
C -0.591 -0.815 -0.814  -0.234
C 0.433 0.778 0.663  -0.638
N 0.929 -0.898 0.895  -0.006
O 0.601 -1.464 -0.379  -0.174
I -0.614 1.470 2.363  0.786
H 0.146 1.037 -1.486  0.124
H -1.460 1.027 -0.538  0.088
H -1.401 -1.050 -0.137  0.119
H -0.713 -1.153 -1.777  0.105
H 1.250 1.385 0.699  -0.012
H 1.877 -0.969 1.147  0.065

***

Relative to the most stable structure, the computed energies are A 2.038; B 0.000, all in eV.

***

--- A ---
DFT (the ωB97M-V functional and the def2-TZVPD basis) results for a cluster of 2 separate species, C5H14NP in total.

Its gap between HOMO and LUMO (alpha / beta) is 0.2788 / 0.2668 Ha. As for the HOMO energy (alpha / beta): -7.8 / -7.5 eV.

Last column: Löwdin charge in e.
Atoms and positions in Å:
C 1.357 0.095 1.472  -0.085
C 1.616 1.785 -0.468  -0.088
C 0.183 -1.686 -0.857  -0.165
C -3.131 -0.260 0.242  -0.434
C 1.455 0.283 -0.110  -0.538
N 0.329 -0.229 -0.803  -0.194
P -1.804 0.952 -0.301  0.898
H 1.244 -1.054 1.697  0.088
H 2.428 0.237 1.799  0.075
H 0.624 0.633 2.036  0.041
H 1.077 2.453 0.155  0.043
H 1.399 1.828 -1.519  0.069
H 2.556 2.115 -0.098  0.056
H 1.128 -2.098 -0.378  0.090
H -0.606 -2.051 -0.218  0.049
H 0.061 -1.904 -1.897  0.059
H -4.010 0.373 0.232  0.011
H -3.009 -0.529 1.215  -0.043
H -3.163 -1.308 -0.274  0.071
H 2.375 -0.256 -0.289  0.120
H -2.106 0.622 -1.636  -0.124

***

--- B ---
DFT (the ωB97M-V functional and the def2-TZVPD basis) results for a cluster of 2 separate species, C5H14NP in total.

Its gap between HOMO and LUMO is 0.3505 Ha. As for the SMILES: CP(C)C.C=NC. As for the HOMO energy: -8.4 eV.

Last column: Löwdin charge in e.
Atoms and positions in Å:
C -0.357 -1.042 -2.706  -0.288
C -0.309 -0.126 2.185  -0.174
C -1.969 1.092 3.225  -0.130
C 1.915 -1.010 -1.096  -0.278
C 0.301 1.224 -1.071  -0.304
N -1.337 0.948 2.167  -0.083
P 0.126 -0.619 -0.950  0.852
H -0.428 -0.221 -3.503  0.077
H 0.336 -1.759 -2.918  -0.029
H -0.394 -0.856 1.359  -0.018
H 0.604 0.461 2.149  0.072
H -0.396 -0.644 3.123  0.051
H -2.738 1.974 3.327  0.094
H -1.293 -1.502 -2.662  -0.009
H -1.685 0.656 4.196  0.066
H 2.425 -1.078 -0.208  0.008
H 1.943 -1.943 -1.552  0.007
H 2.353 -0.333 -1.743  0.016
H 0.952 1.555 -1.892  0.040
H -0.697 1.770 -1.276  0.076
H 0.651 1.453 -0.156  -0.047

***

Relative to the most stable structure, the computed energies are A 1.711; B 0.000, all in eV.

***

--- A ---
DFT (the ωB97M-V functional and the def2-TZVPD basis) results for a cluster of 2 separate species, C2H6IP in total.

Its gap between HOMO and LUMO (alpha / beta) is 0.2783 / 0.2879 Ha. As for the HOMO energy (alpha / beta): -8.4 / -8.3 eV.

Last column: Löwdin charge in e.
Atoms and positions in Å:
C -0.974 -1.116 0.729  -0.475
C 1.749 0.792 -0.858  -0.622
P -1.438 0.688 0.645  0.699
I 2.028 2.776 -0.374  0.684
H 0.087 -1.231 0.516  -0.008
H -1.539 -1.710 0.018  0.013
H -1.152 -1.488 1.736  0.006
H 2.090 0.069 -0.148  -0.055
H 0.973 0.570 -1.561  -0.059
H -1.824 0.649 -0.702  -0.184

***

--- B ---
DFT (the ωB97M-V functional and the def2-TZVPD basis) results for a structure of composition C2H6IP.

Its gap between HOMO and LUMO is 0.2704 Ha. As for the HOMO energy: -8.5 eV.

Last column: Löwdin charge in e.
Atoms and positions in Å:
C 1.117 -1.802 -0.159  -0.092
C -0.785 0.827 0.795  -1.042
P -0.430 2.386 0.063  0.620
I -2.293 -0.339 0.038  0.708
H 2.078 -1.812 0.261  -0.010
H 0.819 -0.757 -0.488  -0.021
H 1.249 -2.378 -1.117  0.022
H 0.126 -2.303 0.149  0.013
H -0.330 3.331 1.125  -0.084
H -1.551 2.848 -0.666  -0.116

***

Relative to the most stable structure, the computed energies are A 0.000; B 0.905, all in eV.

***

--- A ---
DFT (the ωB97M-V functional and the def2-TZVPD basis) results for a cluster of 3 separate species, CH7O3 in total.

Its gap between HOMO and LUMO (alpha / beta) is 0.4296 / 0.2886 Ha. As for the expectation value of S²: 0.754. As for the multiplicity: 2. As for the HOMO energy (alpha / beta): -11.1 / -11.0 eV.

Last column: Löwdin charge in e.
Atoms and positions in Å:
C 0.547 -0.333 -1.186  -0.162
O -0.015 -0.121 0.019  -0.090
H 1.214 -1.136 -1.142  0.067
H -0.148 -0.525 -2.013  0.123
H 1.126 0.610 -1.488  0.140
H -0.699 -1.569 0.533  0.064
H -1.919 -0.932 1.474  0.066
O -1.570 -1.818 1.111  -0.154
H -0.061 2.360 1.235  0.030
H 0.689 1.329 0.459  -0.025
O 0.837 2.137 0.998  -0.058

***

--- B ---
DFT (the ωB97M-V functional and the def2-TZVPD basis) results for a structure of composition CH7O3.

Its gap between HOMO and LUMO (alpha / beta) is 0.4298 / 0.2754 Ha. As for the expectation value of S²: 0.755. As for the multiplicity: 2. As for the HOMO energy (alpha / beta): -11.1 / -10.8 eV.

Last column: Löwdin charge in e.
Atoms and positions in Å:
C -0.029 0.014 -1.268  -0.129
O 0.117 0.113 0.089  -0.052
H 0.755 0.418 -1.924  0.100
H -1.024 0.300 -1.632  0.104
H 0.069 -1.072 -1.456  0.127
H 0.897 1.020 0.564  -0.055
H 1.511 2.580 0.570  0.029
O 1.235 1.846 1.136  -0.075
H -1.057 -2.466 1.579  0.022
H -0.932 -1.100 0.901  -0.004
O -1.543 -1.656 1.442  -0.066

***

Relative to the most stable structure, the computed energies are A 0.115; B 0.000, all in eV.

***

--- A ---
DFT (the ωB97M-V functional and the def2-TZVPD basis) results for an isolated molecule of CH3OPS.

Its gap between HOMO and LUMO (alpha / beta) is 0.3247 / 0.2191 Ha. As for the HOMO energy (alpha / beta): -9.4 / -8.0 eV.

Last column: Löwdin charge in e.
Atoms and positions in Å:
C -0.070 0.436 -0.203  -0.305
O 2.298 -0.810 0.038  -0.997
P 0.760 -1.023 -0.164  0.675
S 3.282 0.539 -0.010  0.615
H 0.395 1.290 -0.804  0.019
H -1.142 0.571 -0.266  0.005
H 0.381 -1.085 1.197  -0.011

***

--- B ---
DFT (the ωB97M-V functional and the def2-TZVPD basis) results for a structure of composition CH3OPS.

Its gap between HOMO and LUMO (alpha / beta) is 0.2715 / 0.2716 Ha. As for the HOMO energy (alpha / beta): -8.7 / -8.7 eV.

Last column: Löwdin charge in e.
Atoms and positions in Å:
C 0.725 0.038 -0.679  -0.286
O -1.501 0.742 0.786  -0.898
P 0.123 0.760 0.917  0.633
S -1.622 -0.537 -0.424  0.626
H 0.796 0.384 -1.662  -0.010
H 1.287 -0.817 -0.490  -0.020
H 0.192 -0.570 1.552  -0.046

***

Relative to the most stable structure, the computed energies are A 0.657; B 0.000, all in eV.

***

--- A ---
DFT (the ωB97M-V functional and the def2-TZVPD basis) results for an isolated molecule of C5H7FS.

Its gap between HOMO and LUMO is 0.3655 Ha. As for the SMILES: FC1C[C@H]2S[C@@H]2C1. As for the HOMO energy: -9.0 eV.

Last column: Löwdin charge in e.
Atoms and positions in Å:
C -1.053 0.318 0.205  -0.285
C 0.058 1.199 -0.502  -0.102
C 0.979 0.038 -0.843  -0.586
C 1.041 -0.641 0.479  -0.584
C -0.400 -1.055 0.658  -0.102
H -1.509 0.854 1.068  0.148
H -0.384 1.723 -1.374  0.120
H 0.477 1.934 0.190  0.113
H 0.486 -0.586 -1.592  0.101
H 1.274 0.100 1.279  0.108
H -0.689 -1.344 1.657  0.103
H -0.749 -1.812 -0.016  0.110
F -2.076 0.058 -0.702  -0.030
S 2.545 -0.786 -0.507  0.887

***

--- B ---
DFT (the ωB97M-V functional and the def2-TZVPD basis) results for an isolated molecule of C5H7FS.

Its gap between HOMO and LUMO is 0.3520 Ha. As for the SMILES: F[C@@H]1[C@@H]2CCS[C@@H]12. As for the HOMO energy: -8.6 eV.

Last column: Löwdin charge in e.
Atoms and positions in Å:
C 1.016 1.592 0.298  -0.273
C 0.742 0.072 0.240  -0.253
C 0.214 -1.043 -0.640  -0.170
C -1.191 -1.215 0.067  -0.444
C -0.351 1.093 0.255  -0.549
H 1.626 1.932 1.187  0.165
H 1.013 -0.142 1.289  0.138
H 0.142 -0.701 -1.640  0.096
H 0.741 -1.993 -0.670  0.106
H -1.127 -2.069 0.810  0.081
H -1.856 -1.463 -0.815  0.089
H -0.628 1.314 -0.720  0.088
F 1.332 2.374 -0.727  0.049
S -1.673 0.250 1.066  0.878

***

Relative to the most stable structure, the computed energies are A 0.000; B 0.688, all in eV.

***

--- A ---
DFT (the ωB97M-V functional and the def2-TZVPD basis) results for a cluster of 2 separate species, C6H12N3S in total.

Its gap between HOMO and LUMO is 0.3118 Ha. As for the net charge: +1. As for the HOMO energy: -13.8 eV.

Last column: Löwdin charge in e.
Atoms and positions in Å:
C 1.369 2.518 0.188  -0.099
C -0.132 1.424 1.254  -0.154
C -0.082 -2.548 2.016  -0.079
C 1.364 0.917 -1.820  0.020
C -1.948 -0.527 -1.246  -0.356
C -0.412 -1.711 0.791  -0.383
N 0.606 2.621 1.277  0.108
N 0.987 1.430 -0.512  -0.180
N 0.015 0.834 0.114  -0.079
S -1.928 -1.589 0.180  1.084
H 2.033 3.226 -0.271  0.135
H -0.749 1.150 2.087  0.121
H 0.483 -3.380 1.655  0.089
H 0.588 -1.881 2.613  0.114
H -0.859 -2.919 2.651  0.081
H 2.113 1.532 -2.264  0.087
H 1.705 -0.112 -1.718  0.095
H 0.417 0.999 -2.447  0.115
H -1.416 0.466 -1.141  0.042
H -3.059 -0.527 -1.555  0.086
H -1.323 -0.980 -2.084  0.080
H 0.226 -0.942 0.231  0.074

***

--- B ---
DFT (the ωB97M-V functional and the def2-TZVPD basis) results for the ion C6H12N3S with charge +1.

Its gap between HOMO and LUMO (alpha / beta) is 0.2632 / 0.2634 Ha. As for the net charge: +1. As for the HOMO energy (alpha / beta): -13.3 / -13.3 eV.

Last column: Löwdin charge in e.
Atoms and positions in Å:
C -2.577 -0.329 -0.061  -0.465
C -3.900 -0.975 -0.028  -0.040
C 1.574 0.624 1.372  -0.012
C 1.788 1.175 -1.093  -0.016
C 2.115 -1.132 -0.318  -0.040
C 1.386 0.169 -0.052  -0.724
N -2.390 0.852 0.403  -0.087
N -1.941 1.813 0.754  0.345
N -0.010 -0.047 -0.112  -0.305
S -0.962 -1.113 -0.491  1.251
H -3.752 -1.937 0.274  0.056
H -4.557 -0.422 0.517  0.069
H -4.249 -0.993 -1.057  0.101
H 2.636 0.526 1.601  0.109
H 1.333 1.699 1.453  0.108
H 1.029 0.031 1.998  0.059
H 1.223 2.238 -0.993  0.154
H 2.796 1.433 -0.917  0.080
H 1.673 0.705 -2.071  0.093
H 1.837 -1.998 0.300  0.104
H 1.818 -1.388 -1.312  0.077
H 3.130 -0.930 -0.168  0.083

***

Relative to the most stable structure, the computed energies are A 0.000; B 1.664, all in eV.